No. 1
The following is a DFT calculation (the ωB97M-V functional and the def2-TZVPD basis) of a molecular structure, H12Na5O10S.

Geometry (Å):
H1 1.71268 3.62640 2.38146
O1 3.01564 0.74812 1.89987
H2 3.61296 0.63704 1.15846
Na1 3.29966 -2.23552 -0.66079
H3 1.06858 2.65894 1.40370
Na2 2.74144 1.19919 -1.42804
Na3 0.61800 -2.27455 -2.71732
O2 -2.91587 -0.98293 1.21145
H4 -1.16088 -0.44819 -4.40851
O3 -3.37532 -0.52813 -2.27507
O4 -0.21155 -0.24286 3.58508
O5 0.87153 3.40623 1.95956
H5 2.13325 0.83642 1.51734
Na4 -1.32896 2.37156 -0.72648
S1 0.27122 -0.22454 -0.23370
H6 -3.25091 -1.32982 0.37750
H7 0.43186 0.36898 3.96641
H8 -2.52621 -0.26363 -1.88188
O6 1.32911 -0.97708 -0.93893
O7 -0.40953 -0.12113 -3.88692
H9 -3.51654 -1.44421 -2.01240
H10 -0.79764 0.13633 -3.04205
O8 -0.87820 0.04504 -1.11364
H11 -1.96197 -1.15002 1.20931
H12 0.07244 -0.36674 2.67688
O9 0.79941 1.10115 0.16341
Na5 0.39549 -3.43394 0.93208
O10 -0.03968 -1.11210 0.88321

As for the HOMO-LUMO gap: 5.92 eV. Its net charge is +3. The energy above the lowest of the compared OMol25 structures with the same formula, charge and spin is 0.0 kcal per mole. The value obtained for the LUMO energy is -0.45480 Ha.

Atomic partial charges in e from the natural (NBO) method, atoms 1 to 2: 0.49 -0.90

No. 2
The following is a DFT calculation (the ωB97M-V functional and the def2-TZVPD basis) of a molecular structure, H12O5S.

Geometry (Å):
O1 1.62813 -1.63598 1.32698
O2 1.48565 1.57025 -0.53009
H1 1.71797 -1.43036 0.42120
S1 -1.65343 -1.68977 0.30543
H2 -2.32396 1.23769 0.30404
H3 -0.60173 0.28566 1.04774
H4 0.17476 1.58006 0.66057
O3 2.18967 -0.64161 -0.90295
H5 0.65606 -1.92623 1.46381
H6 3.11291 -0.66398 -1.18329
H7 -3.02519 0.18588 -0.36500
O4 -0.60343 1.29931 1.19886
H8 -1.00123 0.18106 -1.99176
H9 2.10739 2.20984 -0.26869
H10 -2.46704 -2.43523 1.04676
H11 1.99101 0.48786 -0.69627
H12 -0.38237 0.25327 -1.49880
O5 -3.00517 1.13227 -0.33855

As for the HOMO-LUMO gap: 3.33 eV. Its net charge is 0. The energy above the lowest of the compared OMol25 structures with the same formula, charge and spin is 212.2 kcal per mole. The value obtained for the LUMO energy is -0.25242 Ha.

Atomic partial charges in e from the natural (NBO) method, atoms 1 to 2: -0.90 -0.83

Which formula does entry 1 have?
H12Na5O10S

Number 1 is which compound?
H12Na5O10S

Among the records above, which one has the highest energy above the lowest of the compared OMol25 structures with the same formula, charge and spin?
H12O5S

Which of these has the lowest energy above the lowest of the compared OMol25 structures with the same formula, charge and spin?
H12Na5O10S